# 1
Molecular formula: C18H32GaNO5P2S
Method: DFT, ωB97M-V/def2-TZVPD

XYZ file:
```
60
Properties=species:S:1:pos:R:3:forces:R:3
C 2.240 2.250 -2.853 -0.1 0.0 0.2
C 1.351 1.866 -1.840 0.3 -0.4 -0.2
N 1.457 0.644 -1.270 0.3 0.1 -0.4
C 2.398 -0.229 -1.679 0.1 0.4 -0.3
C 3.323 0.124 -2.666 -0.3 -0.2 0.1
C 3.239 1.377 -3.265 0.0 0.0 0.1
C 0.242 2.804 -1.422 0.0 0.5 0.2
P -0.342 2.413 0.266 0.4 -0.6 -0.2
Ga -0.085 0.006 0.217 -1.2 -0.2 0.8
P 0.811 -2.174 -0.456 0.3 0.2 0.2
C 2.452 -1.622 -1.068 0.1 -0.2 -0.1
C -1.631 -0.470 1.449 1.0 0.3 -0.1
C -1.766 0.072 2.725 -1.1 -0.7 0.4
C -2.786 -0.396 3.575 0.4 0.4 -0.3
C -3.714 -1.324 3.104 -0.2 -0.1 0.0
C -3.628 -1.799 1.793 0.3 0.1 -0.2
C -2.559 -1.388 0.978 -0.6 -0.2 0.8
O -1.990 2.759 -2.930 -1.4 -0.5 -0.9
O -3.118 0.971 -1.431 -0.5 -0.8 0.5
H 2.115 3.245 -3.282 0.1 -0.3 0.0
H 4.068 -0.616 -2.951 -0.1 0.3 0.0
H 3.947 1.666 -4.045 -0.2 -0.1 0.2
C 0.835 3.232 1.372 0.0 0.6 0.2
C -1.972 3.142 0.535 -0.2 0.5 0.0
H 2.801 -2.345 -1.821 0.1 0.3 0.2
H 3.148 -1.641 -0.214 -0.2 0.1 -0.2
H -0.660 2.784 -2.157 1.5 -0.1 1.1
H 0.641 3.831 -1.395 -0.1 -0.2 -0.3
C 1.126 -3.532 0.703 0.1 -0.4 -0.1
C 0.049 -2.941 -1.921 0.0 -0.2 0.0
H -1.097 0.857 3.078 0.1 -0.2 0.0
H -2.832 -0.022 4.601 -0.2 -0.1 -0.3
H -4.515 -1.679 3.762 0.3 0.2 -0.3
H -4.374 -2.488 1.392 0.2 0.1 0.2
H -2.452 -1.811 -0.026 -0.1 0.1 0.2
H -2.346 0.379 -1.130 -0.5 0.5 -0.3
H -3.915 0.696 -0.939 0.6 0.1 -0.3
H -2.576 2.053 -2.496 0.6 0.7 -0.6
H -1.889 2.554 -3.876 -0.3 0.0 0.6
H -1.096 -0.147 -1.021 -0.1 -0.1 -1.2
H 0.817 4.319 1.203 0.1 -0.2 0.2
H 0.569 3.017 2.416 0.1 0.1 -0.3
H 1.848 2.847 1.197 -0.3 0.0 0.0
H -1.928 4.232 0.398 -0.1 -0.2 0.0
H -2.696 2.698 -0.163 0.4 0.2 0.3
H -2.296 2.915 1.558 0.1 0.0 -0.2
H 0.641 -3.807 -2.249 -0.2 0.2 0.0
H -0.966 -3.270 -1.662 0.2 0.1 -0.1
H -0.023 -2.209 -2.734 0.0 -0.1 0.2
H 1.378 -4.447 0.146 0.0 0.2 0.2
H 1.935 -3.273 1.397 -0.3 0.0 -0.2
H 0.210 -3.689 1.284 0.2 0.0 -0.1
C 2.058 0.571 4.003 0.1 -0.1 0.0
S 1.899 -0.640 2.693 -0.7 0.9 -1.2
O 3.209 -1.193 2.378 -0.6 0.3 0.3
O 0.848 -1.568 3.060 0.7 0.2 0.1
O 1.425 0.275 1.535 0.9 -0.9 1.2
H 2.423 0.064 4.902 0.0 0.1 -0.2
H 1.075 1.020 4.195 0.2 -0.3 -0.1
H 2.760 1.340 3.668 -0.1 -0.2 0.1
```
Positions in Å, forces in eV/Å.

Calculated total energy = -112702.5733 eV
Orbital gap = 8.16 eV
LUMO energy = 0.4 eV
Maximum force = 1.9 eV/Å
Multiplicity = 1


# 2
Molecular formula: C7H13NO
Method: DFT, ωB97M-V/def2-TZVPD

XYZ file:
```
22
Properties=species:S:1:pos:R:3:forces:R:3
C -1.677 0.287 1.502 -0.1 -0.2 -0.1
C -0.910 -0.605 0.893 2.3 0.9 1.6
C 0.571 -0.261 0.285 -3.2 -0.9 0.1
C 1.664 -1.122 0.908 -0.2 -0.2 0.1
C 0.928 1.206 0.386 0.0 0.0 0.2
C 0.047 -0.770 -1.051 -0.2 1.3 -2.8
O 0.387 -2.042 -1.389 0.0 -0.4 0.3
N -0.735 -0.226 -1.922 1.7 -1.5 1.1
C -1.156 1.130 -1.962 -0.3 0.4 0.2
H -2.567 -0.021 2.025 -0.3 -0.1 -0.1
H -1.453 1.339 1.527 0.2 0.2 0.1
H -1.141 -1.659 0.971 0.0 -0.1 -0.3
H 2.019 -0.659 1.825 0.0 0.1 0.0
H 1.313 -2.120 1.195 0.0 0.1 -0.1
H 2.513 -1.235 0.227 0.0 0.1 0.1
H 1.135 1.449 1.432 0.1 -0.1 -0.1
H 0.147 1.886 0.078 -0.1 0.0 -0.2
H 1.820 1.401 -0.207 0.1 0.1 0.0
H 0.949 -2.454 -0.724 0.0 0.1 0.0
H -1.594 1.480 -1.014 0.0 0.1 -0.2
H -1.928 1.197 -2.736 0.1 0.2 0.1
H -0.332 1.798 -2.249 -0.2 0.0 0.1
```
Positions in Å, forces in eV/Å.

Calculated total energy = -11005.6023 eV
Orbital gap = 9.51 eV
LUMO energy = 0.7 eV
SMILES = C=CC(C)(C)/C(O)=N\C
Maximum force = 3.3 eV/Å
Multiplicity = 1


# 3
Molecular formula: H2O5S2
Method: DFT, ωB97M-V/def2-TZVPD

XYZ file:
```
9
Properties=species:S:1:pos:R:3:forces:R:3
H -1.156 -1.842 0.378 2.4 -3.1 2.6
H 0.619 1.956 0.346 -0.5 0.2 0.3
O -1.705 -1.252 -0.028 -3.1 0.1 0.7
O -1.574 1.312 -0.051 -0.9 2.5 3.6
O 1.309 1.374 0.014 0.3 -0.2 -0.9
O 1.606 -0.716 -1.295 -3.0 2.1 3.7
O 1.061 -0.754 1.158 0.2 -1.0 1.3
S -1.039 0.054 -0.420 -2.0 1.2 -9.6
S 0.878 -0.131 -0.102 6.7 -2.0 -1.6
```
Positions in Å, forces in eV/Å.

Calculated total energy = -31936.2838 eV
Orbital gap = 9.51 eV
LUMO energy = -0.1 eV
Maximum force = 9.9 eV/Å
Multiplicity = 1


# 4
Molecular formula: C6H9N
Method: DFT, ωB97M-V/def2-TZVPD

XYZ file:
```
16
Properties=species:S:1:pos:R:3:forces:R:3
C 2.101 0.391 -0.157 -0.1 0.0 0.5
N 0.913 -0.491 -0.077 -0.4 -0.2 0.0
C -0.265 -1.049 0.888 1.6 0.2 -0.1
C -1.436 -0.108 0.891 -0.1 -0.3 -0.5
C -1.073 1.008 -0.048 0.1 0.3 -0.1
C -0.221 -0.010 -0.852 -0.1 0.1 -0.6
C -1.079 -1.161 -0.318 -1.1 0.3 0.4
H 1.969 1.440 0.151 -0.1 -0.2 0.2
H 2.400 0.436 -1.229 -0.4 -0.2 0.5
H 2.970 -0.024 0.360 -0.3 0.0 0.2
H -0.304 -1.843 1.650 1.0 0.5 -0.4
H -2.090 0.052 1.767 0.1 -0.7 -0.8
H -0.588 1.890 0.385 0.1 -0.1 0.0
H -1.945 1.312 -0.635 0.2 0.1 0.0
H -0.025 0.229 -1.897 0.0 -0.2 0.0
H -1.325 -2.072 -0.877 -0.5 0.4 0.7
```
Positions in Å, forces in eV/Å.

Calculated total energy = -7853.4773 eV
Orbital gap = 9.42 eV
LUMO energy = 1.2 eV
Maximum force = 1.6 eV/Å
Multiplicity = 1


# 5
Molecular formula: CH4N2
Method: DFT, ωB97M-V/def2-TZVPD

XYZ file:
```
7
Properties=species:S:1:pos:R:3:forces:R:3
H -2.235 -0.484 -0.199 0.6 1.4 0.8
N -1.496 0.280 -0.074 4.6 -5.5 0.8
N -0.423 -0.533 0.266 -6.2 3.6 -1.3
C 0.833 0.112 0.091 -1.2 1.8 -2.3
H 1.221 -0.623 -0.611 0.9 0.3 -0.3
H 1.412 0.096 0.974 0.7 0.2 1.0
H 0.688 1.152 -0.447 0.6 -1.9 1.3
```
Positions in Å, forces in eV/Å.

Calculated total energy = -4079.3901 eV
Orbital gap = 10.06 eV
LUMO energy = 0.2 eV
SMILES = [H]/N=N/C
Maximum force = 7.3 eV/Å
Multiplicity = 1


# 6
Molecular formula: C16H16BF3GaN5S2
Method: DFT, ωB97M-V/def2-TZVPD

XYZ file:
```
44
Properties=species:S:1:pos:R:3:forces:R:3
Ga -0.040 -0.356 -0.990 0.1 0.0 0.2
C 3.034 -2.528 -1.064 -0.1 0.1 0.0
C 3.005 -1.072 -1.403 -0.1 -0.2 -0.1
N 1.964 -0.248 -1.429 0.0 0.1 0.0
C 2.361 1.057 -1.719 -0.2 0.0 0.0
C 3.683 1.205 -1.935 0.1 0.0 -0.1
S 4.461 -0.302 -1.791 0.2 0.0 0.1
C 1.313 2.074 -1.724 0.0 -0.3 0.0
C 1.385 3.394 -1.995 0.0 0.1 0.0
S -0.163 4.089 -1.822 0.0 0.2 -0.1
C -0.858 2.600 -1.426 0.0 -0.1 0.1
N 0.046 1.622 -1.398 0.0 0.1 0.0
C -2.322 2.503 -1.152 0.1 0.0 0.1
H 2.063 -2.915 -0.786 -0.1 0.0 0.1
H 3.714 -2.699 -0.228 0.0 0.0 0.0
H 3.402 -3.105 -1.913 0.0 0.0 0.0
H 4.227 2.105 -2.173 0.0 0.0 0.0
H 2.244 3.980 -2.281 0.0 0.0 0.0
H -2.756 3.500 -1.098 0.0 0.0 0.0
H -2.518 1.994 -0.208 0.0 0.0 0.0
H -2.832 1.957 -1.946 0.0 0.0 0.0
B -4.546 -0.560 -1.764 0.0 0.1 0.0
C -3.016 -0.566 -1.599 -0.3 -0.1 0.0
N -1.864 -0.525 -1.433 0.3 0.0 -0.1
H -4.894 -1.701 -1.960 0.1 0.1 0.0
H -4.763 0.185 -2.699 0.0 -0.1 0.1
H -4.941 -0.110 -0.704 0.1 -0.1 -0.1
F 1.233 0.018 5.719 0.0 0.0 0.0
C 0.020 -0.328 5.281 0.0 0.0 0.0
F -0.860 0.583 5.698 0.0 0.0 0.0
F -0.304 -1.512 5.795 0.0 0.1 0.0
C 0.025 -0.373 3.759 0.0 0.0 0.1
C 0.323 0.783 3.053 0.0 0.1 0.0
C 0.320 0.740 1.680 0.0 -0.1 -0.1
N 0.040 -0.393 1.002 -0.1 -0.1 0.1
C -0.248 -1.510 1.694 0.0 0.1 -0.1
C -0.264 -1.538 3.072 0.0 0.0 0.0
H 0.548 1.709 3.564 0.0 0.0 0.0
H 0.543 1.621 1.095 0.0 0.0 0.0
H -0.489 -2.399 1.128 0.0 0.0 0.0
H -0.508 -2.452 3.595 0.0 0.0 0.0
N -0.607 -3.548 -1.848 0.1 -0.1 0.0
C -0.176 -2.561 -1.458 -0.1 0.1 -0.1
H -0.986 -4.418 -2.191 0.0 0.0 0.0
```
Positions in Å, forces in eV/Å.

Calculated total energy = -107163.7555 eV
Orbital gap = 8.48 eV
Charge = +2
LUMO energy = -6.7 eV
Maximum force = 0.3 eV/Å
Multiplicity = 1


Question: LUMO energy of number 6 (C16H16BF3GaN5S2)?
Answer: -6.7 eV


Question: Which formula does entry 6 have?
Answer: C16H16BF3GaN5S2


Question: Which formula does entry 4 have?
Answer: C6H9N